58
Properties=species:S:1:pos:R:3:forces:R:3 method="wB97M-V/def2-TZVPD" e_above_lowest_kj_mol=0.0 charge=+1 e_lumo_ev=-2.0006 fmax_ha_per_bohr=0.00945 energy_ev=-109146.8304 homo_ev=-11.031 homo_lumo_gap_ev=9.0
Au 0.224 -0.509 -0.344 0.347 0.070 -0.198
Se 1.715 -0.017 1.553 -0.042 0.056 0.204
P -0.083 -0.053 2.737 0.101 0.363 -0.235
O -0.467 2.161 -0.889 0.007 -0.024 -0.148
N -0.940 -1.484 2.675 -0.254 -0.334 0.245
N -1.700 -1.575 0.459 -0.270 -0.039 -0.043
N 0.372 -0.667 -2.511 -0.087 0.024 0.029
C -0.687 2.553 2.171 0.016 0.035 0.025
C -2.527 -2.116 -0.455 0.061 0.010 0.001
C -2.600 1.092 2.281 -0.032 -0.074 0.031
C -2.605 1.484 -1.658 0.036 -0.009 0.001
C -1.718 -2.079 1.686 0.038 0.004 0.109
C -3.362 -3.173 -0.191 -0.003 0.008 -0.055
C 0.582 -0.601 -3.633 -0.001 -0.029 0.002
C 0.243 0.072 4.501 0.125 -0.049 -0.027
C -2.899 3.447 1.901 0.009 -0.035 -0.014
C -1.524 3.636 1.965 -0.012 0.006 0.012
C -3.435 2.176 2.056 -0.016 0.038 -0.009
C 1.737 -0.217 6.362 0.004 -0.016 -0.066
C 0.862 -0.513 -5.057 0.004 0.000 -0.008
C -1.223 1.279 2.332 0.079 0.024 0.037
C 0.739 0.216 7.221 -0.034 0.008 0.021
C 1.403 3.093 -2.177 -0.022 -0.010 0.019
C 0.619 3.077 -0.877 0.033 -0.008 0.033
C -1.613 2.623 -1.585 -0.003 -0.026 -0.002
C -0.508 0.582 6.725 0.038 -0.006 0.049
C -3.342 -3.719 1.090 0.009 -0.019 0.066
C -0.758 0.515 5.366 -0.016 0.011 -0.046
C -2.517 -3.170 2.043 -0.033 -0.029 -0.072
C 1.491 -0.292 4.998 0.003 -0.010 0.037
H -2.488 -3.557 3.053 -0.004 0.001 0.004
H 2.234 3.796 -2.100 0.006 -0.004 0.002
H -1.722 0.822 4.976 0.003 -0.005 0.009
H -4.006 -3.568 -0.962 0.004 0.009 -0.007
H 0.790 3.402 -3.024 -0.009 0.002 -0.012
H 0.387 2.695 2.207 -0.016 0.000 -0.003
H 1.932 -0.384 -5.208 0.000 0.000 0.000
H -3.031 0.108 2.420 0.013 0.001 -0.005
H -0.935 -1.978 3.556 -0.014 -0.034 -0.029
H 1.270 2.743 -0.067 -0.032 0.032 0.001
H 0.333 0.338 -5.481 -0.001 0.002 0.003
H -2.834 1.117 -0.657 -0.018 0.008 0.017
H -3.530 1.806 -2.138 -0.005 0.013 0.016
H -2.036 3.485 -1.053 -0.016 -0.004 0.006
H -2.493 -1.663 -1.438 -0.006 0.002 -0.006
H -3.974 -4.561 1.341 0.001 0.000 -0.001
H -1.280 0.929 7.399 0.000 0.001 0.000
H -1.105 4.627 1.854 -0.001 0.000 -0.007
H -3.554 4.292 1.732 0.000 0.004 0.010
H -4.506 2.030 2.009 -0.001 -0.009 0.001
H 0.934 0.275 8.283 -0.011 0.008 0.001
H 0.535 -1.425 -5.553 -0.001 -0.002 0.003
H 1.813 2.102 -2.378 -0.013 0.003 -0.003
H -2.183 0.662 -2.241 -0.017 0.008 0.006
H -1.348 2.955 -2.595 0.028 0.021 0.000
H 2.707 -0.496 6.749 0.000 -0.001 0.004
H 2.266 -0.626 4.319 0.018 0.003 0.010
H 0.249 4.078 -0.626 0.011 0.003 -0.020

56
Properties=species:S:1:pos:R:3:forces:R:3 method="wB97M-V/def2-TZVPD" multiplicity=5 s2=6.03 charge=-1 e_lumo_ev="2.5780 / 2.5765" fmax_ha_per_bohr=0.08107 energy_ev=-58428.8977 homo_ev="-3.047 / -4.115" homo_lumo_gap_ev="5.6 / 6.7"
Cr -0.452 -0.696 1.290 -0.849 1.097 2.318
O -0.820 -2.328 -1.137 1.396 1.047 -3.122
N -0.466 -1.122 -3.169 -0.240 -0.123 -1.249
N -1.761 -2.032 1.791 -1.880 -1.519 2.900
C -1.808 0.871 0.586 0.127 0.963 1.155
C -0.215 -1.492 -1.851 -0.715 -0.518 2.896
C 3.142 -0.175 -0.966 0.166 -0.109 -0.068
C -2.305 0.681 1.938 0.999 1.628 -0.979
C -0.942 1.366 -3.116 -0.307 0.816 0.214
C 1.788 -0.516 3.195 -0.020 -0.736 0.011
C -2.127 -2.164 2.909 1.328 0.519 -3.918
C 1.011 -2.122 1.694 1.746 0.330 0.413
C -0.141 3.998 -2.491 -0.043 -0.290 0.027
C 0.718 -0.566 -1.122 -1.125 -0.426 -0.548
C -0.305 1.830 2.082 -0.325 -0.073 -0.578
C 1.791 -1.123 0.966 0.936 -0.559 1.688
C 2.017 -1.122 -0.528 -0.017 0.068 0.742
C -1.874 2.317 -2.632 0.331 -0.667 -0.205
C 0.984 -1.674 3.081 1.082 -0.316 -0.391
C 0.377 1.752 -3.305 0.230 1.004 0.299
C 0.788 3.060 -2.946 -0.103 -0.354 -0.244
C 2.362 -2.557 -0.919 0.190 -0.076 -0.146
C -1.438 -0.031 -3.380 -0.818 -0.321 0.133
C -0.519 1.543 0.704 -1.536 0.913 0.341
C -1.481 3.614 -2.341 0.086 0.151 -0.069
C -1.369 1.287 2.836 -0.803 0.188 -0.438
C 2.270 -0.172 1.908 0.424 -0.569 -0.699
B -2.576 -2.311 4.333 -0.491 -0.332 1.175
H -3.744 -2.612 4.200 -0.171 -0.095 0.376
H 3.247 -2.853 -0.324 -0.432 -0.008 -0.325
H -0.656 -1.906 -3.768 -0.517 -0.303 0.047
H -1.897 -3.216 4.771 -0.116 -0.113 0.260
H -1.519 1.408 3.911 0.195 -0.326 -0.395
H 0.823 0.418 -1.574 0.261 -0.469 -0.204
H -2.221 4.322 -1.965 0.252 -0.165 -0.066
H -1.783 -0.108 -4.432 0.221 -0.003 0.552
H 2.091 -0.031 4.129 -0.464 -0.071 -0.418
H -2.908 1.978 -2.457 0.523 0.331 -0.058
H -2.360 0.682 -0.332 0.198 -0.111 0.234
H 2.910 0.879 -0.723 0.131 -0.497 -0.015
H 1.530 -3.250 -0.706 0.417 0.287 -0.131
H 0.505 2.453 2.476 -0.178 -0.663 -0.149
H 0.022 1.959 -0.139 0.104 -0.163 0.220
H -2.418 -1.281 4.966 -0.029 -0.089 -0.237
H -2.349 -0.155 -2.728 0.689 -0.178 -0.596
H -0.038 -0.394 -0.339 0.936 0.684 -1.026
H 0.174 5.013 -2.219 -0.117 -0.490 -0.113
H 3.242 -0.261 -2.063 0.083 0.131 0.303
H 3.027 0.590 1.651 -0.830 -0.185 0.283
H 2.621 -2.598 -1.982 -0.049 -0.208 -0.055
H -3.293 0.318 2.175 0.237 -0.351 0.131
H 1.114 1.029 -3.651 -0.175 0.117 0.036
H 4.096 -0.467 -0.498 -0.292 0.196 -0.155
H 0.763 -3.123 1.314 -0.226 0.717 0.309
H 0.523 -2.235 3.901 0.119 0.396 -0.392
H 1.852 3.325 -3.006 -0.537 -0.106 -0.074

75
Properties=species:S:1:pos:R:3:forces:R:3 method="wB97M-V/def2-TZVPD" e_above_lowest_kj_mol=0.0 e_lumo_ev=-1.2631 fmax_ha_per_bohr=0.07683 energy_ev=-273506.3553 homo_ev=-9.928 homo_lumo_gap_ev=8.7
Br -16.508 17.887 -21.251 -0.816 0.287 1.333
Br -18.592 20.028 -19.919 0.442 -0.554 0.382
Br -15.754 19.345 -18.503 -0.864 -0.304 -0.424
O -15.305 21.175 -14.241 1.944 -0.811 -3.342
O -16.965 13.076 -17.711 0.244 1.944 -0.854
O -17.851 14.909 -18.498 2.366 -0.524 0.339
O -14.914 21.847 -16.314 -0.085 -1.145 1.313
O -18.395 23.975 -16.587 -0.646 -0.689 -0.211
O -15.908 23.514 -27.079 -0.038 -0.596 -0.249
O -21.099 16.888 -13.325 1.672 -0.545 0.652
O -20.418 19.608 -23.308 2.200 -0.099 -1.240
O -19.814 15.741 -11.940 -0.642 1.344 -1.803
O -21.093 17.481 -19.443 -0.788 -0.617 0.535
O -19.750 22.814 -17.781 -1.447 -0.398 -0.973
O -13.897 23.575 -26.310 -1.537 -1.436 0.468
O -20.101 17.353 -17.541 -2.188 -0.558 -0.780
O -22.478 19.388 -23.937 0.648 0.045 0.061
N -21.139 17.247 -18.245 2.081 1.220 0.878
N -15.080 23.182 -26.258 0.862 2.155 0.552
N -18.856 22.907 -17.002 2.729 2.546 0.449
N -16.862 14.246 -18.138 -2.534 -2.326 0.460
N -21.587 19.575 -23.122 -2.309 -0.039 0.673
N -20.002 16.457 -12.943 -0.321 -0.722 1.082
N -14.694 21.094 -15.359 -1.459 2.871 1.487
C -23.802 17.058 -15.539 0.458 -0.645 -1.277
C -24.901 16.671 -16.351 0.957 -0.215 1.633
C -16.596 21.143 -22.835 -0.045 -0.083 0.477
C -17.450 21.513 -23.848 -0.292 0.652 0.624
C -16.528 17.269 -15.381 -1.729 -0.151 1.167
C -18.809 16.769 -13.746 2.062 0.970 -0.656
C -22.537 17.160 -16.120 -0.317 0.491 -2.274
C -15.605 22.516 -25.033 -0.386 -0.896 0.689
C -17.581 16.095 -13.545 -0.355 -1.017 -0.215
C -17.009 22.259 -24.930 1.279 -1.001 -0.436
C -13.610 20.122 -15.574 0.252 -0.149 -0.144
C -17.742 17.997 -15.563 2.046 -0.914 0.757
C -21.990 19.764 -21.727 0.137 0.863 1.717
C -22.437 16.984 -17.564 -0.469 0.671 1.877
C -17.304 18.628 -19.544 0.996 0.255 -0.869
C -15.264 21.431 -22.905 1.099 0.880 -0.210
C -18.156 21.708 -16.548 -1.117 -0.916 0.726
C -18.809 17.815 -14.685 -0.549 -0.477 -0.695
C -24.775 16.500 -17.707 -0.789 0.069 0.295
C -23.576 16.756 -18.324 1.535 -0.132 -0.553
C -16.466 16.274 -14.374 -0.816 1.793 -1.059
C -15.524 14.812 -18.044 1.140 1.022 0.488
C -14.729 22.123 -23.996 -0.919 0.072 -0.656
H -17.505 15.317 -12.800 -0.282 0.017 0.158
H -14.612 21.250 -22.064 0.068 -0.315 0.025
H -21.686 17.557 -15.588 0.047 -0.492 0.133
H -15.540 15.720 -14.339 -0.149 -0.271 0.700
H -19.666 18.457 -14.828 -0.249 -0.197 0.148
H -21.199 20.274 -21.177 0.244 0.058 -0.501
H -15.196 15.380 -18.915 -0.621 0.079 -0.007
H -16.996 20.684 -21.943 0.040 -0.096 -0.170
H -25.635 16.171 -18.271 0.013 0.122 -0.189
H -12.997 20.037 -14.676 -0.680 -0.651 0.137
H -17.372 21.352 -17.216 -0.178 0.521 -0.129
H -25.795 16.403 -15.808 -0.364 0.207 -0.304
H -19.016 21.038 -16.571 0.546 -0.802 0.380
H -17.715 18.693 -16.388 -0.562 0.367 0.232
H -22.849 20.430 -21.644 -0.319 -0.701 -0.262
H -15.639 17.527 -15.937 -0.107 -0.171 -0.379
H -14.177 19.284 -15.978 0.544 -0.619 0.632
H -15.595 15.445 -17.159 0.040 0.393 -0.224
H -17.786 21.923 -15.546 0.073 -0.239 -0.219
H -13.671 22.341 -24.001 -0.042 0.155 -0.346
H -14.742 14.094 -17.799 -0.651 -0.490 -0.252
H -22.033 18.811 -21.200 -0.633 -0.105 -0.446
H -23.903 17.174 -14.470 -0.081 0.111 -0.003
H -17.781 17.840 -18.963 0.105 0.025 -0.225
H -18.484 21.313 -23.610 -0.302 -0.008 -0.806
H -12.925 20.438 -16.361 -0.490 0.487 -0.068
H -17.715 22.401 -25.734 0.300 0.636 -0.130
H -23.481 16.751 -19.400 -0.005 -0.206 -0.078

63
Properties=species:S:1:pos:R:3:forces:R:3 method="wB97M-V/def2-TZVPD" charge=+1 e_lumo_ev="-3.5300 / -3.5730" fmax_ha_per_bohr=0.02969 energy_ev=-249352.3486 homo_ev="-10.316 / -10.360" homo_lumo_gap_ev="6.8 / 6.8"
Pd 0.447 0.265 -1.207 0.202 0.488 -1.080
Br 0.329 0.433 -8.191 0.018 0.015 0.470
Se 0.224 0.191 1.411 0.481 0.099 -1.393
Se 2.864 0.419 -1.208 -0.257 -0.090 0.667
P 2.348 0.380 0.923 1.176 -0.038 0.789
O -1.394 1.443 -1.408 0.053 0.119 -0.364
O -3.126 1.514 -0.038 -0.394 0.548 0.373
N -4.012 -1.760 2.843 0.094 0.016 -0.043
N -2.922 0.282 2.645 0.192 0.108 0.165
N -1.307 -1.234 -1.538 -0.436 -0.076 -0.274
N -4.619 -0.180 1.231 0.219 0.386 0.055
N 0.611 0.512 -3.545 -0.042 -0.383 1.477
C 4.092 4.142 2.918 0.012 0.016 -0.054
C -2.315 0.914 -0.762 -0.265 -1.019 -0.070
C 3.040 1.882 1.715 -0.319 -0.323 -0.337
C 3.159 -1.068 1.708 -0.307 0.280 -0.346
C 0.446 0.469 -6.298 -0.046 -0.019 -0.038
C -0.002 1.493 -4.195 -0.197 0.370 0.032
C 2.837 -1.389 3.022 0.068 -0.009 -0.032
C 1.155 -0.484 -4.239 0.273 -0.330 -0.096
C 4.009 -1.885 0.977 0.068 0.137 -0.106
C -3.862 -0.571 2.232 -0.394 0.082 0.076
C -5.098 -0.547 -1.106 0.076 -0.188 -0.043
C -2.483 -0.652 -0.874 0.103 0.388 -0.131
C 4.245 -3.328 2.878 0.030 -0.056 -0.063
C -3.755 -1.048 -1.644 -0.175 0.224 0.319
C 2.679 2.202 3.019 0.025 -0.010 -0.046
C 3.221 3.324 3.620 -0.055 -0.078 0.118
C 4.545 -3.020 1.562 0.059 -0.033 0.073
C 3.395 -2.512 3.606 -0.076 0.120 0.114
C 1.094 -0.556 -5.617 -0.084 0.164 -0.180
C 3.911 2.703 1.009 0.059 -0.123 -0.115
C 4.431 3.835 1.611 0.055 0.024 0.087
C -0.113 1.515 -5.575 0.134 -0.177 -0.176
C -5.432 -0.967 0.331 -0.394 -0.110 -0.272
H 1.967 1.588 3.556 0.003 -0.001 0.038
H 2.139 -0.777 3.579 0.012 0.002 0.053
H -3.781 -2.142 -1.701 0.025 0.023 -0.076
H -1.262 -2.234 -1.354 0.120 0.216 -0.040
H 1.536 -1.384 -6.148 0.063 -0.048 -0.010
H -5.878 -0.920 -1.772 -0.054 0.034 0.084
H -4.828 -2.321 2.672 0.021 0.102 -0.012
H 3.162 -2.753 4.632 -0.035 -0.044 0.107
H -5.269 -2.040 0.473 -0.007 0.021 0.018
H -0.625 2.323 -6.072 -0.014 0.089 -0.001
H 5.105 4.474 1.060 0.042 0.053 -0.046
H -3.500 -1.945 3.689 -0.018 -0.055 -0.053
H 4.498 5.024 3.389 0.048 0.073 0.049
H -2.736 1.099 2.072 0.033 -0.065 -0.014
H 5.196 -3.663 0.990 0.078 -0.052 -0.057
H 4.180 2.462 -0.013 -0.041 0.040 0.082
H -3.646 -0.660 -2.663 0.008 -0.135 -0.007
H 1.678 -1.246 -3.664 -0.146 0.083 -0.100
H -5.118 0.543 -1.157 -0.144 0.002 -0.038
H 2.964 3.559 4.641 -0.062 0.057 0.083
H -4.245 0.681 0.755 0.130 -0.251 0.169
H -6.485 -0.737 0.525 0.074 -0.222 -0.001
H 4.664 -4.211 3.335 0.050 -0.083 0.043
H -2.500 -1.049 0.148 0.043 0.026 -0.184
H -2.285 0.075 3.395 -0.103 -0.072 -0.012
H 4.244 -1.637 -0.051 -0.026 -0.059 0.068
H -1.402 -1.111 -2.550 -0.003 -0.152 0.318
H -0.415 2.289 -3.585 -0.059 -0.102 -0.019